1.
# C37H54Cl6N3O2

A 7-piece molecular cluster, C37H54Cl6N3O2 overall (ωB97M-V/def2-TZVPD, OMol25).

XYZ file:
```
102
C37H54Cl6N3O2 | OMol25 | ωB97M-V/def2-TZVPD
C -7.13 -0.45 -1.09
C -5.62 -0.76 -0.92
C -4.52 0.04 -1.66
C -3.16 -0.33 -1.06
N -1.91 0.19 -1.83
C -1.60 -0.54 -3.22
C -0.14 -0.30 -3.42
C 0.56 -0.24 -2.09
C -0.63 -0.26 -1.07
C -2.04 1.73 -1.94
H -7.48 0.37 -0.47
H -7.80 -1.29 -0.91
H -7.34 -0.22 -2.13
H -5.43 -1.81 -1.17
H -5.44 -0.82 0.16
H -4.80 1.09 -1.62
H -4.61 -0.19 -2.72
H -2.93 -1.39 -1.20
H -3.06 0.11 -0.07
H -2.28 -0.09 -3.93
H -1.84 -1.60 -3.08
H 0.10 0.59 -4.00
H 0.33 -1.08 -4.02
H 1.16 0.66 -1.97
H 1.24 -1.08 -2.03
H -0.31 0.28 -0.18
H -0.85 -1.27 -0.75
H -2.55 1.97 -1.01
H -2.63 1.96 -2.83
H -1.01 2.05 -2.07
Cl 1.67 7.72 -3.46
C 3.40 7.57 -3.21
C 4.03 6.25 -2.67
Cl 3.48 5.98 -0.90
H 3.58 8.42 -2.55
H 3.76 7.88 -4.20
H 5.10 6.48 -2.61
H 3.83 5.47 -3.40
Cl -15.08 -0.19 3.10
C -14.29 1.41 3.30
C -13.21 1.35 4.40
Cl -12.41 2.87 4.67
H -15.00 2.16 3.65
H -13.94 1.82 2.35
H -12.40 0.71 4.05
H -13.55 0.94 5.35
Cl -15.90 4.26 -6.00
C -14.36 4.45 -5.22
C -14.36 3.56 -3.95
Cl -13.96 1.90 -4.36
H -14.16 5.46 -4.85
H -13.55 4.21 -5.90
H -15.29 3.54 -3.38
H -13.49 3.83 -3.35
C 6.73 -7.56 -6.10
C 5.44 -7.04 -6.82
C 4.19 -7.45 -6.01
C 4.02 -6.76 -4.64
N 3.74 -6.23 -3.65
H 7.52 -7.80 -6.81
H 6.60 -8.61 -5.86
H 7.13 -6.93 -5.31
H 5.54 -7.27 -7.88
H 5.50 -5.97 -6.98
H 4.16 -8.45 -5.59
H 3.34 -7.36 -6.69
C 12.62 -0.87 -5.71
C 12.55 0.10 -4.56
C 11.31 -0.09 -3.65
C 10.05 0.45 -4.18
N 9.08 0.98 -4.61
H 11.61 -0.81 -6.12
H 12.69 -1.88 -5.31
H 13.43 -0.57 -6.38
H 12.56 1.16 -4.80
H 13.41 0.07 -3.89
H 11.56 0.49 -2.76
H 11.09 -1.09 -3.28
C 2.78 -4.02 8.54
C 2.79 -3.82 9.93
C 2.86 -2.55 10.48
C 3.05 -1.41 9.73
C 3.15 -1.58 8.34
C 2.98 -2.85 7.75
C 3.33 -0.42 7.31
O 3.52 -0.60 6.11
C 3.26 0.93 7.89
C 3.33 2.03 7.02
C 3.33 3.26 7.64
C 3.28 3.50 9.00
C 3.04 2.41 9.84
C 3.06 1.07 9.32
C 3.03 -0.03 10.33
O 2.88 0.19 11.56
H 2.58 -4.96 8.05
H 2.90 -4.69 10.57
H 2.77 -2.61 11.56
H 3.05 -2.92 6.67
H 3.37 1.98 5.94
H 3.43 4.15 7.03
H 3.23 4.43 9.54
H 2.96 2.62 10.90
```

## Properties
LUMO energy   -2.34 eV
Gap between HOMO and LUMO   8.48 eV
Maximum force   4.531 eV Å⁻¹
Total charge   +1
Electronic energy   -122935.6281 eV



2.
# C37H54FN3O18P

A 4-piece molecular cluster, C37H54FN3O18P overall (ωB97M-V/def2-TZVPD, OMol25).

XYZ file:
```
114
C37H54FN3O18P | OMol25 | ωB97M-V/def2-TZVPD
C 3.89 -0.34 1.41
C 5.36 -0.10 1.13
O 5.39 0.62 -0.14
P 5.60 2.20 0.01
O 6.96 2.53 0.40
C 4.45 2.91 1.21
C 2.96 2.57 0.97
C 2.23 3.67 0.25
N 0.79 3.31 0.14
C 0.66 2.19 -0.87
O 0.05 1.04 -0.38
O 0.84 0.51 0.66
C 0.04 4.37 -0.36
N 0.72 5.35 -1.09
N -1.23 4.45 -0.12
C -2.00 5.59 -0.63
C -2.54 5.33 -2.04
F -3.91 5.24 -2.03
C -1.94 3.44 0.70
C -3.39 3.19 0.30
C -3.57 2.23 -0.88
C -3.34 0.77 -0.49
C -3.98 -0.24 -1.43
C -3.68 0.01 -2.91
C -4.74 0.88 -3.61
O -4.75 0.54 -4.98
C -4.84 1.64 -5.89
O 5.25 2.83 -1.43
C 4.78 1.91 -2.44
C 4.29 2.71 -3.65
H 3.39 -0.29 0.45
H 3.70 -1.30 1.87
H 3.50 0.42 2.08
H 5.83 0.52 1.89
H 5.92 -1.02 1.05
H 4.62 3.98 1.17
H 4.74 2.57 2.19
H 2.95 1.70 0.34
H 2.49 2.32 1.91
H 2.35 4.58 0.83
H 2.72 3.81 -0.70
H 0.04 2.51 -1.70
H 1.63 1.92 -1.28
H 0.23 0.50 1.43
H 0.62 6.27 -0.66
H 0.44 5.36 -2.06
H -2.84 5.75 0.03
H -1.42 6.50 -0.62
H -2.26 6.13 -2.72
H -2.13 4.41 -2.45
H -1.43 2.50 0.74
H -1.94 3.82 1.72
H -3.85 2.69 1.15
H -3.97 4.09 0.14
H -4.62 2.31 -1.15
H -3.01 2.53 -1.76
H -3.64 0.60 0.54
H -2.27 0.58 -0.53
H -3.52 -1.19 -1.18
H -5.04 -0.37 -1.24
H -2.72 0.51 -3.04
H -3.62 -0.93 -3.43
H -5.71 0.62 -3.19
H -4.49 1.92 -3.44
H -5.69 1.47 -6.54
H -4.99 2.59 -5.39
H -3.95 1.65 -6.51
H 3.96 1.30 -2.09
H 5.62 1.30 -2.75
H 4.11 3.74 -3.38
H 4.97 2.64 -4.49
H 3.34 2.29 -3.96
C 0.70 -2.15 2.25
C 0.94 -3.45 2.50
C 0.12 -4.22 3.50
O 0.38 -5.39 3.66
C -0.93 -3.51 4.22
C -1.15 -2.21 3.97
C -0.36 -1.45 2.95
O -0.63 -0.28 2.76
O -2.09 -1.51 4.60
O 1.89 -4.13 1.88
H 1.27 -1.58 1.53
H -1.49 -4.06 4.95
H -2.05 -0.61 4.24
H 1.84 -5.04 2.24
C -7.56 -3.49 2.67
C -7.01 -2.33 2.31
C -5.98 -2.23 1.23
O -5.54 -1.13 0.94
C -5.54 -3.46 0.58
C -6.08 -4.63 0.94
C -7.14 -4.72 2.01
O -7.60 -5.82 2.27
O -5.73 -5.78 0.39
O -7.35 -1.17 2.88
H -8.30 -3.57 3.45
H -4.79 -3.38 -0.19
H -6.27 -6.47 0.83
H -6.82 -0.49 2.43
C 5.44 -4.49 -0.09
C 5.65 -5.65 -0.73
C 6.57 -6.70 -0.18
O 6.69 -7.74 -0.80
C 7.26 -6.42 1.07
C 7.05 -5.26 1.71
C 6.12 -4.22 1.17
O 5.96 -3.20 1.81
O 7.66 -4.95 2.85
O 5.07 -5.95 -1.88
H 4.78 -3.72 -0.48
H 7.93 -7.18 1.46
H 7.34 -4.07 3.10
H 5.39 -6.84 -2.12
```

## Properties
LUMO energy   -3.81 eV
Gap between HOMO and LUMO   7.39 eV
Maximum force   1.723 eV Å⁻¹
Total charge   +1
Electronic energy   -92566.5649 eV



3.
# C37H54N3PTm

C37H54N3PTm as an isolated structure (ωB97M-V/def2-TZVPD, OMol25).

XYZ file:
```
96
C37H54N3PTm | OMol25 | ωB97M-V/def2-TZVPD
Tm -0.49 0.77 -0.82
N -4.92 0.72 0.54
N 0.62 3.28 -0.21
C 0.30 -1.15 -2.38
C -0.83 -0.45 -2.92
C -2.01 -1.04 -2.36
C -3.36 -0.76 -2.74
H -3.45 0.02 -3.49
H -3.94 -0.07 -1.63
H -4.05 -1.60 -2.88
C -1.61 -2.03 -1.42
C -2.55 -2.90 -0.68
H -2.90 -3.75 -1.29
H -3.45 -2.36 -0.35
H -2.09 -3.32 0.22
C -0.19 -2.13 -1.46
C 0.59 -3.25 -0.91
H 0.46 -3.32 0.18
H 1.66 -3.13 -1.09
H 0.31 -4.23 -1.33
C -0.79 0.62 -3.95
H -0.87 0.21 -4.98
H 0.17 1.17 -3.92
H -1.60 1.35 -3.83
C 1.70 -1.05 -2.85
H 2.41 -1.22 -2.03
H 1.92 -0.06 -3.27
H 1.95 -1.79 -3.64
C -5.49 1.15 1.63
H -6.43 0.71 1.84
C -4.93 2.02 2.54
H -5.44 2.26 3.47
C -3.71 2.57 2.18
H -3.17 3.18 2.88
C -3.13 2.32 0.96
H -2.20 2.83 0.58
C -3.72 1.27 0.19
C -3.81 1.15 -1.16
H -3.12 1.73 -1.75
C 1.50 2.36 -0.64
C 0.43 4.26 -1.22
H -0.43 4.95 -1.35
C 1.65 4.27 -1.78
H 2.06 5.01 -2.39
N 2.40 3.14 -1.37
C 3.35 2.37 -1.99
C 3.53 2.53 -3.35
C 4.73 1.95 -3.80
H 5.11 2.21 -4.77
C 5.44 1.11 -2.93
C 6.75 0.62 -3.38
H 6.94 -0.37 -2.95
H 7.54 1.30 -3.04
H 6.76 0.58 -4.47
C 5.04 0.78 -1.64
H 5.64 0.16 -0.99
C 3.88 1.34 -1.14
C 3.35 0.97 0.21
H 2.59 1.69 0.62
H 4.15 0.93 0.97
H 2.88 -0.03 0.27
C 2.59 3.29 -4.24
H 2.46 4.33 -3.93
H 1.58 2.84 -4.30
H 2.99 3.41 -5.25
C -3.51 -0.97 3.53
C -2.05 -0.51 3.54
C -1.64 -0.55 5.02
P -0.94 -1.30 2.22
C 0.68 -0.28 2.25
C 0.55 1.04 3.00
C 1.92 -1.01 2.77
C -0.84 -3.02 3.02
C 0.38 -3.91 2.75
C -2.10 -3.88 2.81
H -3.65 -1.87 4.14
H -3.92 -1.14 2.53
H -4.11 -0.18 4.00
H -2.03 0.54 3.20
H -2.17 -1.35 5.55
H -0.57 -0.67 5.22
H -1.97 0.38 5.49
H 0.85 -0.07 1.15
H 0.55 0.89 4.09
H 1.41 1.68 2.76
H -0.34 1.63 2.73
H 2.22 -1.85 2.12
H 2.77 -0.32 2.78
H 1.79 -1.37 3.80
H -0.80 -2.72 4.08
H 0.32 -4.76 3.43
H 0.38 -4.33 1.73
H 1.33 -3.41 2.93
H -1.95 -4.65 2.04
H -2.31 -4.42 3.75
H -3.00 -3.31 2.56
```

## Properties
LUMO energy (spin up / spin down)   2.50 / 2.49 eV
Gap between HOMO and LUMO (spin up / spin down)   4.87 / 4.77 eV
Maximum force   6.184 eV Å⁻¹
Total charge   -1
Electronic energy   -82525.5090 eV
Energy above the lowest of the compared OMol25 structures with the same formula, charge and spin   5.140 eV
2S+1   3



4.
# C37H55F3N11O3SV

C37H55F3N11O3SV as an isolated structure (ωB97M-V/def2-TZVPD, OMol25).

XYZ file:
```
111
C37H55F3N11O3SV | OMol25 | ωB97M-V/def2-TZVPD
V 0.57 -0.92 -0.89
C 3.52 2.67 -1.02
C 4.01 1.31 -1.49
C 3.42 0.08 -0.77
N 2.42 -0.67 -1.54
C 2.82 -1.31 -2.64
C 4.14 -1.30 -3.10
C 4.70 -1.84 -4.25
C 4.11 -2.53 -5.29
C 2.79 -2.94 -5.35
C 1.78 -2.82 -4.42
C 1.77 -2.17 -3.17
N 0.77 -2.29 -2.31
C -0.21 -3.37 -2.44
C -1.58 -2.86 -2.86
C -2.05 -1.86 -1.82
N -1.17 -0.70 -1.71
C -1.40 0.38 -2.49
C -2.30 0.37 -3.55
C -2.69 1.40 -4.42
C -2.41 2.74 -4.36
C -1.63 3.38 -3.39
C -0.87 2.85 -2.38
C -0.58 1.50 -2.06
N 0.34 1.13 -1.19
C 1.06 2.20 -0.51
C 2.07 2.99 -1.36
H 4.17 3.43 -1.45
H 3.66 2.76 0.07
H 5.10 1.28 -1.39
H 3.81 1.22 -2.56
H 2.97 0.36 0.17
H 4.22 -0.62 -0.51
H 4.84 -0.77 -2.48
H 5.77 -1.65 -4.35
H 4.75 -2.79 -6.13
H 2.50 -3.47 -6.26
H 0.85 -3.27 -4.71
H -0.30 -3.84 -1.46
H 0.17 -4.14 -3.11
H -2.27 -3.71 -2.90
H -1.54 -2.43 -3.86
H -2.09 -2.34 -0.84
H -3.07 -1.51 -2.02
H -2.76 -0.58 -3.76
H -3.35 1.08 -5.22
H -2.86 3.37 -5.11
H -1.62 4.46 -3.45
H -0.35 3.59 -1.78
H 1.58 1.76 0.32
H 0.32 2.85 -0.05
H 1.90 4.06 -1.21
H 1.89 2.81 -2.42
C 1.97 1.81 4.44
C 1.54 0.52 3.76
C 2.60 -0.56 4.00
C 0.17 0.07 4.28
N 1.42 0.86 2.32
N 0.86 -0.19 1.50
H 2.20 1.63 5.49
H 1.18 2.56 4.38
H 2.87 2.22 3.97
H 2.68 -0.78 5.06
H 3.58 -0.22 3.66
H 2.36 -1.50 3.50
H 0.18 0.08 5.37
H -0.06 -0.94 3.97
H -0.61 0.75 3.94
H 2.36 1.04 1.99
H -0.16 -0.02 1.54
H 1.08 -1.08 1.92
F 3.10 -5.00 1.00
C 2.51 -4.02 0.33
F 2.34 -4.41 -0.94
F 3.31 -2.95 0.34
S 0.89 -3.62 1.13
O 1.23 -3.26 2.47
O 0.03 -4.73 0.87
O 0.46 -2.41 0.37
N -2.92 -4.27 3.06
C -3.71 -4.90 2.13
C -3.67 -4.10 1.02
N -2.87 -3.01 1.25
C -2.43 -3.15 2.48
H -2.70 -4.60 3.98
H -4.21 -5.83 2.34
H -4.17 -4.26 0.08
H -1.77 -2.47 2.99
C -2.13 4.59 3.52
C -0.81 4.24 2.87
N -0.86 2.88 2.38
C -1.99 2.27 1.88
N -1.83 1.11 1.33
C -3.00 0.47 0.76
C -4.30 0.88 1.44
C -4.38 2.39 1.44
N -3.17 2.94 2.04
C -3.24 4.31 2.52
H -2.15 5.65 3.80
H -2.28 3.99 4.42
H 0.02 4.33 3.57
H -0.61 4.96 2.05
H -0.01 2.34 2.27
H -2.88 -0.61 0.82
H -3.08 0.72 -0.31
H -4.31 0.51 2.46
H -5.17 0.46 0.92
H -5.23 2.75 2.01
H -4.50 2.77 0.41
H -4.22 4.44 2.99
H -3.18 5.02 1.69
```

## Properties
LUMO energy (spin up / spin down)   -4.00 / -3.33 eV
Gap between HOMO and LUMO (spin up / spin down)   5.91 / 6.60 eV
Maximum force   1.164 eV Å⁻¹
Total charge   +1
Electronic energy   -106466.7213 eV
Energy above the lowest of the compared OMol25 structures with the same formula, charge and spin   0.000 eV
2S+1   2